DFT (wB97M-V/def2-TZVPD) results for a structure of composition C16H15N5O3S3TeW.

Its spin multiplicity is 3. For the highest occupied orbital energy (spin up / spin down), the calculation gives -0.279 / -0.300 Ha. Its largest force on an atom is 0.0129 Eh/bohr. Its HOMO-LUMO gap (spin up / spin down) is 0.2540 / 0.2710 Ha. For the energy above the lowest of the compared OMol25 structures with the same formula, charge and spin, the calculation gives 20.22 kJ/mol. The expectation value of S² is 2.021. As for the lowest unoccupied orbital energy (spin up / spin down): -0.7 / -0.8 eV.

XYZ file:
```
44
Properties=species:S:1:pos:R:3:forces:R:3:nbo_charge:R:1
W 1.09281 -0.42379 0.68550 0.2 0.1 -0.6 1.3422
N -3.99974 2.00077 -3.99032 0.0 0.0 0.0 -0.7829
C -2.95406 1.22719 -3.53834 0.0 0.0 0.0 0.2072
C -1.97303 1.77709 -2.70461 0.0 0.0 0.0 -0.2743
C -0.90432 1.01413 -2.28453 0.0 0.0 0.0 -0.0872
C -0.80408 -0.31096 -2.69513 0.2 0.0 0.1 -0.4383
C -1.76519 -0.87333 -3.52494 0.0 -0.1 0.0 -0.1252
C -2.82976 -0.10738 -3.94678 0.0 0.0 0.0 -0.2740
S 0.49268 -1.30673 -2.08632 -0.1 -0.1 0.0 2.3301
O 1.61969 -0.41958 -1.73720 0.0 0.0 0.2 -0.9521
O 0.72615 -2.41991 -2.94637 0.0 0.0 0.0 -0.8931
N -0.01369 -1.73683 -0.59675 0.0 0.0 0.1 -0.9665
C 0.35037 -2.94071 -0.00514 0.0 0.3 0.1 0.5669
N 0.07445 -4.14729 -0.44070 0.0 -0.2 0.0 -0.4318
C 0.51603 -5.13526 0.34121 0.0 0.1 0.0 0.1117
C 1.19933 -4.92394 1.53049 0.0 -0.1 0.1 -0.3198
C 1.44015 -3.61559 1.90562 -0.1 0.1 0.0 0.1260
N 1.01308 -2.62859 1.12563 0.0 -0.1 -0.1 -0.5351
H -4.21147 2.83409 -3.46875 0.0 0.0 0.0 0.3876
H -4.80975 1.51728 -4.33849 0.0 0.0 0.0 0.3865
H -2.05599 2.80915 -2.38705 0.0 0.0 0.0 0.2166
H -0.15553 1.44187 -1.63198 0.0 0.0 0.0 0.2312
H -1.66756 -1.90499 -3.83640 0.0 0.0 0.0 0.2429
H -3.57822 -0.53665 -4.60135 0.0 0.0 0.0 0.2163
H 0.30701 -6.14228 0.00043 0.0 0.0 0.0 0.2079
H 1.53200 -5.75402 2.13468 0.0 0.0 0.0 0.2389
H 1.96691 -3.32901 2.80774 0.0 0.0 0.0 0.2367
S 3.49432 -0.70155 1.28795 -0.4 0.1 -0.1 -0.1178
C 3.16190 -0.63649 2.94284 -0.2 -0.1 0.1 0.0435
N 2.85815 -0.61327 4.05851 0.2 0.0 0.0 -0.3757
C 2.14555 2.30134 -0.21628 0.0 0.0 -0.1 -0.2533
O 1.22472 1.44616 0.43082 -0.1 -0.1 0.1 -0.7551
H 2.08308 2.18074 -1.30067 0.0 0.0 0.0 0.1819
H 3.16499 2.07210 0.10287 0.0 0.0 0.0 0.1875
H 1.91064 3.33188 0.05160 0.0 0.0 0.0 0.1892
Te -1.00160 -0.16983 2.30422 0.1 0.2 0.3 0.2275
C -0.51930 1.72924 3.07736 -0.2 0.0 -0.2 -0.4901
C 0.34858 2.01952 4.08676 0.1 -0.1 0.0 -0.2831
C 0.46356 3.41673 4.32452 0.0 0.1 0.0 -0.2541
C -0.31905 4.15779 3.49332 -0.1 0.0 0.0 -0.4289
S -1.20619 3.16244 2.41799 0.1 -0.1 0.1 0.4507
H 0.90468 1.26069 4.62135 0.0 0.0 0.0 0.2488
H 1.10396 3.84754 5.08066 0.0 0.0 0.0 0.2253
H -0.42625 5.23025 3.46602 0.0 0.0 0.0 0.2351
```
Forces are in eV/Å.